[1]
Formula: C4H7N3O
Source: the OMol25 dataset
Level of theory: the ωB97M-V functional and the def2-TZVPD basis

Properties
Spin multiplicity: 1
Orbital gap, eV: 8.123
Structure (SMILES): [H]/N=c1/[nH]cc(OC)[nH]1

Each line ends with the Löwdin charge.
Atoms and positions in Å:
O -0.60101 1.18984 1.03400  -0.0506
N -0.47096 -1.16991 -1.57538  0.0621
N 1.77874 -0.80571 -2.45411  0.0927
N 0.52266 0.65839 -0.88403  0.1371
C -0.56501 0.85075 2.44958  -0.0010
C 0.75657 -0.45948 -1.78689  -0.4432
C -0.42059 0.34000 0.13206  -0.4476
C -0.99215 -0.80285 -0.31089  -0.0617
H -0.41169 -2.16510 -1.76144  0.1286
H 0.37823 0.17422 2.51296  0.1373
H -1.51993 0.48191 2.71625  0.0688
H -1.83795 -1.22126 0.17628  0.1018
H 2.57663 -0.12644 -2.48699  0.0555
H -0.51722 1.82029 2.98188  0.0947
H 1.32368 1.23535 -0.74328  0.1254

[2]
Formula: C12H18N3
Source: the OMol25 dataset
Level of theory: the ωB97M-V functional and the def2-TZVPD basis

Properties
Charge: +1
Spin multiplicity: 1
Orbital gap (alpha / beta), eV: 6.412 / 6.414

Each line ends with the Löwdin charge.
Atoms and positions in Å:
N 2.87911 -0.64572 -0.23674  -0.1244
N 2.65288 0.57851 -0.32358  0.1289
N 5.03911 -0.08983 0.28706  0.0635
C -2.95314 -0.42148 -0.55384  -0.1766
C 1.38152 0.97431 -0.72757  -0.2046
C 1.80568 -1.71424 -0.26723  0.0540
C -1.62417 1.78426 -0.40828  -0.0271
C -1.02100 0.03471 1.04407  -0.0366
C 5.83659 0.73882 0.14761  0.2853
C -1.85313 0.50759 -0.04789  -0.2923
C -3.25574 -1.71420 0.29668  -0.0941
C 0.20778 0.54734 1.32627  -0.0630
C -0.33728 2.56765 -0.16596  -0.1222
C 4.14838 -1.03167 0.12408  -0.1201
C 0.73580 1.65227 0.49252  -0.2886
H -2.48393 -2.35573 0.38348  0.0198
H 1.37893 2.36754 0.94021  0.1309
H 1.35397 1.70551 -1.60690  0.1510
H 0.86857 0.37607 2.10772  0.0917
H -3.90824 0.21450 -0.74406  0.1434
H 0.96743 -1.67435 0.41588  0.0787
H -3.66133 -1.39583 1.35522  0.1252
H 0.23766 2.91258 -1.04863  0.1058
H 0.56070 0.29214 -1.06480  0.1272
H 4.35341 -1.96535 0.69155  0.1538
H 2.44740 -2.69135 -0.12809  0.1353
H 1.44690 -1.54898 -1.31444  0.1169
H -2.40577 -0.65352 -1.55316  0.1398
H 6.42187 1.47593 0.52141  0.0823
H -0.62565 3.50334 0.37675  0.1313
H -1.59668 -0.74603 1.51715  0.0917
H -2.44711 2.14995 -1.09324  0.1335
H -4.15542 -2.11603 -0.11267  0.0597

[3]
Formula: C5H12N3
Source: the OMol25 dataset
Level of theory: the ωB97M-V functional and the def2-TZVPD basis

Properties
Charge: +1
Spin multiplicity: 1
Orbital gap, eV: 7.989
Structure (SMILES): C=C(N)[C@@H](C=[NH2+])CN

Each line ends with the Löwdin charge.
Atoms and positions in Å:
N 1.91939 1.28722 -0.59657  0.1992
N -2.41817 -0.54096 -0.83209  0.1117
N 2.04787 -1.26957 0.15217  0.0326
C -0.08579 0.06474 -0.41688  -0.2234
C -2.03760 1.04938 0.92681  0.0572
C -1.59962 0.17274 0.01257  -0.3588
C 0.70111 1.29996 -0.27956  -0.0633
C 0.61949 -0.84327 0.58551  -0.1354
H 2.59872 -1.31572 1.02915  0.1172
H 0.07263 -1.71214 0.62024  0.0982
H -3.29048 -0.08802 -0.99016  0.1023
H 2.60830 2.10804 -0.43523  0.2044
H 2.13837 0.20437 -0.40681  0.1075
H 0.06909 2.08755 0.18130  0.1545
H 0.58846 -0.38860 1.63374  0.1684
H -3.06891 1.06451 1.14616  0.0604
H -1.46467 1.63687 1.59896  0.0537
H 2.20612 -2.20770 -0.11280  0.0883
H -2.06378 -0.92762 -1.68489  0.0954
H -0.15398 -0.30143 -1.38317  0.1300